No. 1
DFT (the ωB97M-V functional and the def2-TZVPD basis) results for the molecule C4H3N in a non-equilibrium geometry.

The multiplicity is 1. As for the structure (SMILES): CC#CC#N. The calculation puts the energy relative to the best compared isomer or geometry (same formula, charge and spin) at 13.4 kJ/mol. Its HOMO-LUMO gap is 11.12 eV.

Atoms and positions in Å:
1 C 0.585 0.619 1.248
2 C 0.115 0.062 -0.006
3 C -0.409 -0.389 -0.987
4 C -1.020 -0.968 -2.070
5 N -1.461 -1.633 -2.941
6 H -0.172 1.032 1.874
7 H 1.074 -0.155 1.859
8 H 1.287 1.431 1.023

***

No. 2
DFT (the ωB97M-V functional and the def2-TZVPD basis) results for the molecule C22H26ClN3O4 in a non-equilibrium geometry.

The multiplicity is 1. As for the structure (SMILES): CCOc1cc(/C=N/NC(=O)CN2CCOCC2)ccc1OCc1ccc(Cl)cc1. The calculation puts the energy relative to the best compared isomer or geometry (same formula, charge and spin) at 355.2 kJ/mol. Its HOMO-LUMO gap is 8.49 eV.

Atoms and positions in Å:
1 C -2.482 -0.564 1.584
2 C -2.098 0.434 2.671
3 O -0.870 0.120 3.301
4 C 0.295 0.435 2.691
5 C 0.423 1.046 1.454
6 C 1.682 1.333 0.920
7 C 1.786 1.985 -0.366
8 N 0.751 2.286 -1.039
9 N 0.881 2.908 -2.220
10 C -0.215 3.256 -2.969
11 O -1.348 3.007 -2.637
12 C 0.150 3.927 -4.295
13 N 0.211 2.997 -5.411
14 C 1.243 1.983 -5.286
15 C 1.331 1.227 -6.615
16 O 0.105 0.625 -6.942
17 C -0.915 1.594 -7.028
18 C -1.064 2.366 -5.717
19 C 2.830 0.997 1.634
20 C 2.713 0.390 2.870
21 C 1.467 0.114 3.410
22 O 1.355 -0.436 4.667
23 C 1.624 -1.831 4.733
24 C 0.584 -2.619 3.980
25 C -0.596 -3.002 4.602
26 C -1.582 -3.670 3.899
27 C -1.387 -3.946 2.555
28 Cl -2.618 -4.778 1.667
29 C -0.223 -3.560 1.913
30 C 0.757 -2.897 2.629
31 H -3.440 -0.282 1.155
32 H -2.563 -1.561 2.008
33 H -1.738 -0.587 0.793
34 H -2.831 0.397 3.482
35 H -2.073 1.454 2.271
36 H -0.432 1.323 0.860
37 H 2.797 2.216 -0.730
38 H 1.819 3.143 -2.555
39 H 1.115 4.437 -4.226
40 H -0.625 4.662 -4.524
41 H 2.201 2.469 -5.085
42 H 1.025 1.260 -4.481
43 H 2.064 0.421 -6.553
44 H 1.626 1.933 -7.407
45 H -1.833 1.053 -7.263
46 H -0.686 2.301 -7.839
47 H -1.822 3.142 -5.830
48 H -1.382 1.675 -4.921
49 H 3.806 1.214 1.227
50 H 3.594 0.137 3.440
51 H 1.600 -2.069 5.798
52 H 2.626 -2.045 4.334
53 H -0.747 -2.771 5.645
54 H -2.498 -3.970 4.385
55 H -0.087 -3.774 0.864
56 H 1.665 -2.592 2.129